# 1
DFT (ωB97M-V with the def2-TZVPD basis set) results for 2 unconnected molecules or ions with the total composition C8H12N2O.

Cartesian coordinates (Å):
C (0.693, 0.744, -1.057)
C (1.815, 1.172, -1.001)
C (-0.622, 0.264, -1.003)
C (-3.147, -1.331, -0.404)
C (-3.423, -0.331, 0.629)
C (-2.634, -0.670, -1.750)
C (-2.541, 0.615, 1.038)
C (3.136, 1.612, -0.919)
N (-1.257, -0.339, -1.858)
N (4.633, -0.763, 2.421)
O (-1.257, 0.710, 0.386)
H (-2.459, -2.043, -0.069)
H (-4.065, -1.742, -0.528)
H (-4.182, -0.256, 1.308)
H (3.903, -1.477, 2.219)
H (-2.890, -1.424, -2.604)
H (-3.237, 0.252, -1.861)
H (-2.609, 1.389, 1.730)
H (3.773, 0.674, -0.647)
H (3.342, 2.067, -1.876)
H (3.264, 2.368, -0.224)
H (5.398, -1.313, 2.880)
H (4.364, -0.177, 3.189)

Values from the calculation:
**2S+1**: 3
**HOMO energy (alpha / beta)**: -4.129 / -8.399 eV
**Relative energy (zero: lowest compared OMol25 entry of this formula, charge and spin)**: 83.4 kcal per mole
**LUMO energy (alpha / beta)**: 0.7254 / -3.0697 eV

***

# 2
DFT (ωB97M-V with the def2-TZVPD basis set) results for 13 unconnected molecules or ions with the total composition C54H126F15N8O21S5.

Cartesian coordinates (Å):
C (17.910, 2.399, 18.038)
C (16.934, 2.255, 16.863)
C (15.945, 1.142, 16.987)
O (15.130, 1.031, 15.697)
C (14.352, -0.187, 15.615)
N (16.165, 3.577, 16.531)
H (16.693, 4.218, 15.956)
H (15.328, 3.315, 16.031)
H (15.896, 4.030, 17.393)
H (17.356, 2.154, 18.945)
H (18.324, 3.401, 18.140)
H (18.765, 1.726, 17.980)
H (17.486, 2.138, 15.931)
H (15.393, 1.306, 17.913)
H (16.386, 0.162, 17.168)
H (13.509, -0.280, 16.299)
H (14.989, -1.071, 15.663)
H (13.876, -0.246, 14.637)
C (10.034, 6.091, 15.690)
C (10.012, 5.261, 16.990)
C (11.476, 4.857, 17.492)
O (11.337, 4.307, 18.729)
C (12.632, 4.114, 19.320)
N (9.170, 5.998, 17.974)
H (9.754, 6.716, 18.380)
H (8.338, 6.466, 17.644)
H (8.751, 5.468, 18.725)
H (10.654, 5.779, 14.849)
H (10.325, 7.104, 15.971)
H (9.022, 6.219, 15.304)
H (9.532, 4.306, 16.776)
H (12.022, 5.799, 17.442)
H (12.105, 4.148, 16.955)
H (12.993, 5.105, 19.596)
H (13.396, 3.630, 18.711)
H (12.488, 3.545, 20.238)
C (23.950, 3.362, 15.368)
C (23.621, 2.507, 14.188)
C (22.732, 1.251, 14.550)
O (21.576, 1.764, 15.244)
C (20.560, 0.757, 15.463)
N (22.881, 3.337, 13.061)
H (23.465, 4.024, 12.605)
H (22.596, 2.784, 12.266)
H (22.086, 3.735, 13.541)
H (24.084, 2.667, 16.197)
H (23.098, 3.978, 15.657)
H (24.854, 3.955, 15.231)
H (24.534, 2.224, 13.666)
H (23.278, 0.643, 15.271)
H (22.490, 0.626, 13.690)
H (19.683, 1.087, 16.021)
H (20.914, -0.142, 15.966)
H (20.154, 0.304, 14.558)
C (16.080, 1.469, 11.151)
N (17.310, 2.232, 11.672)
C (16.771, 3.620, 11.986)
C (17.767, 1.487, 12.951)
C (18.431, 2.280, 10.601)
C (19.784, 2.947, 11.036)
O (19.703, 4.310, 11.251)
H (16.374, 0.703, 10.434)
H (15.498, 2.201, 10.591)
H (15.487, 0.977, 11.922)
H (17.504, 4.062, 12.660)
H (15.798, 3.522, 12.469)
H (16.741, 4.207, 11.068)
H (18.513, 2.044, 13.518)
H (17.995, 0.433, 12.792)
H (16.878, 1.501, 13.582)
H (18.061, 2.848, 9.748)
H (18.623, 1.256, 10.281)
H (20.597, 2.761, 10.335)
H (20.067, 2.470, 11.974)
H (20.367, 4.738, 10.705)
C (17.309, -6.023, 17.367)
N (16.404, -5.020, 18.180)
C (16.622, -5.361, 19.671)
C (16.918, -3.571, 18.033)
C (14.917, -5.157, 17.906)
C (14.550, -4.944, 16.452)
O (14.158, -3.615, 16.321)
H (17.365, -5.612, 16.359)
H (16.955, -7.054, 17.351)
H (18.345, -6.150, 17.678)
H (16.105, -6.301, 19.861)
H (16.111, -4.659, 20.329)
H (17.660, -5.481, 19.980)
H (18.000, -3.597, 18.162)
H (16.441, -2.904, 18.751)
H (16.702, -3.206, 17.029)
H (14.433, -4.575, 18.691)
H (14.783, -6.206, 18.170)
H (13.648, -5.512, 16.221)
H (15.301, -5.268, 15.731)
H (13.215, -3.671, 16.493)
C (13.068, -4.355, 12.065)
N (12.452, -3.086, 11.492)
C (11.960, -3.506, 10.116)
C (11.290, -2.614, 12.456)
C (13.556, -2.003, 11.341)
C (13.126, -0.639, 10.853)
O (12.341, 0.071, 11.859)
H (12.286, -5.067, 12.327)
H (13.522, -3.979, 12.982)
H (13.857, -4.705, 11.399)
H (11.686, -2.681, 9.459)
H (11.171, -4.237, 10.291)
H (12.717, -4.099, 9.601)
H (11.738, -2.264, 13.386)
H (10.668, -3.491, 12.638)
H (10.664, -1.929, 11.884)
H (14.270, -2.491, 10.678)
H (14.011, -2.056, 12.330)
H (12.558, -0.750, 9.929)
H (13.946, 0.026, 10.584)
H (12.515, 1.013, 11.786)
C (20.150, 1.958, 26.274)
C (19.643, 0.703, 25.542)
C (18.118, 0.614, 25.544)
C (17.477, 1.411, 24.404)
N (15.976, 1.153, 24.279)
C (15.751, -0.334, 23.751)
C (15.255, -0.210, 22.258)
C (15.402, 1.222, 21.821)
C (15.357, 2.078, 23.135)
C (15.197, 1.456, 25.593)
C (15.338, 2.916, 26.094)
C (14.693, 3.296, 27.403)
H (21.238, 1.924, 26.324)
H (19.775, 2.076, 27.291)
H (19.804, 2.881, 25.810)
H (20.154, -0.130, 26.025)
H (20.150, 0.760, 24.579)
H (17.729, 0.990, 26.491)
H (17.839, -0.434, 25.658)
H (17.853, 1.012, 23.462)
H (17.560, 2.497, 24.371)
H (14.978, -0.776, 24.379)
H (16.692, -0.840, 23.964)
H (14.200, -0.482, 22.258)
H (15.781, -0.939, 21.641)
H (14.510, 1.490, 21.253)
H (16.349, 1.423, 21.320)
H (14.336, 2.378, 23.368)
H (15.907, 3.005, 22.973)
H (15.512, 0.796, 26.401)
H (14.140, 1.220, 25.470)
H (14.864, 3.596, 25.386)
H (16.388, 3.190, 26.189)
H (15.036, 2.646, 28.208)
H (13.615, 3.138, 27.368)
H (14.860, 4.329, 27.709)
C (13.086, -1.812, 19.273)
C (12.802, -0.273, 19.542)
C (11.804, 0.345, 18.628)
C (10.315, -0.047, 18.971)
N (9.347, 0.986, 18.339)
C (7.950, 0.305, 18.288)
C (7.339, 0.501, 19.589)
C (7.906, 1.772, 20.104)
C (9.167, 2.147, 19.307)
C (9.776, 1.473, 16.880)
C (9.886, 0.239, 15.860)
C (9.894, 0.643, 14.314)
H (13.879, -2.350, 19.791)
H (13.194, -2.005, 18.206)
H (12.181, -2.407, 19.398)
H (13.742, 0.280, 19.569)
H (12.326, -0.034, 20.492)
H (11.942, 0.095, 17.576)
H (11.842, 1.433, 18.579)
H (10.134, -0.142, 20.041)
H (10.204, -1.034, 18.521)
H (7.490, 0.864, 17.473)
H (7.942, -0.719, 17.913)
H (6.256, 0.626, 19.582)
H (7.576, -0.338, 20.244)
H (7.203, 2.604, 20.141)
H (8.238, 1.565, 21.121)
H (8.963, 3.091, 18.801)
H (10.024, 2.324, 19.956)
H (10.737, 1.987, 16.873)
H (9.048, 2.198, 16.516)
H (9.023, -0.407, 16.021)
H (10.818, -0.312, 15.992)
H (9.858, -0.224, 13.654)
H (10.848, 1.122, 14.094)
H (9.005, 1.221, 14.064)
C (12.967, 5.373, 12.915)
F (11.825, 5.755, 12.405)
F (13.952, 5.409, 11.972)
F (13.230, 6.228, 13.909)
S (12.952, 3.555, 13.679)
O (13.960, 3.583, 14.768)
O (11.570, 3.330, 14.156)
O (13.241, 2.635, 12.565)
C (17.754, 5.044, 21.264)
F (18.797, 5.123, 20.437)
F (17.765, 3.766, 21.725)
F (17.997, 5.831, 22.281)
S (16.021, 5.472, 20.372)
O (16.064, 4.769, 19.069)
O (15.060, 4.893, 21.298)
O (15.904, 6.911, 20.293)
C (20.227, -1.115, 19.909)
F (20.324, -2.483, 19.791)
F (21.233, -0.719, 20.732)
F (20.268, -0.629, 18.676)
S (18.488, -0.564, 20.628)
O (17.415, -0.672, 19.646)
O (18.232, -1.477, 21.724)
O (18.751, 0.815, 21.082)
C (16.956, -2.492, 13.737)
F (15.742, -2.028, 13.809)
F (17.862, -1.554, 14.102)
F (16.971, -3.570, 14.532)
S (17.299, -2.940, 11.972)
O (16.822, -1.731, 11.252)
O (18.708, -3.155, 11.841)
O (16.517, -4.172, 11.804)
C (19.921, 5.653, 16.750)
F (20.819, 6.613, 16.850)
F (20.282, 4.518, 17.342)
F (18.842, 6.150, 17.454)
S (19.534, 5.375, 14.873)
O (18.782, 6.484, 14.274)
O (20.854, 5.132, 14.277)
O (18.678, 4.187, 14.870)

Values from the calculation:
**Charge**: +3
**HOMO energy**: -13.465 eV
**LUMO energy**: -6.0879 eV

***

Table of electronic energy (eV), in record order: -13509.081, -207869.853